Record 1
Molecular formula: C17H42N3O10V
Method: DFT, wB97M-V/def2-TZVPD

Structure (XYZ):
```
73
Properties=species:S:1:pos:R:3
O -7.323 30.012 2.497
V -8.228 31.338 2.803
O -8.282 32.239 1.528
O -12.539 28.157 4.521
C -11.629 29.114 4.140
O -10.820 29.659 4.937
O -11.372 29.395 2.945
H -12.708 27.790 3.650
C -4.333 28.948 6.927
O -4.787 30.300 6.762
C -6.165 30.503 6.841
C -6.493 31.977 6.561
N -6.313 32.573 5.264
C -6.477 34.031 5.130
C -7.913 34.560 5.401
O -8.897 33.783 4.747
C -10.232 33.917 5.207
H -4.969 28.189 6.471
H -4.145 28.648 7.957
H -3.358 28.825 6.456
H -6.582 30.227 7.809
H -6.664 29.852 6.124
H -5.957 32.643 7.237
H -7.503 32.029 6.968
H -5.370 32.372 4.963
H -6.182 34.404 4.149
H -5.739 34.562 5.731
H -8.028 35.607 5.120
H -7.979 34.477 6.486
H -10.482 34.967 5.054
H -10.301 33.657 6.264
H -10.889 33.291 4.603
C -2.568 33.107 1.089
O -2.890 31.988 1.903
C -1.767 31.194 2.272
C -0.752 31.808 3.192
N -1.367 32.379 4.385
C -0.436 33.152 5.243
C 0.460 34.137 4.437
O 1.002 35.029 5.370
C 1.983 35.977 4.927
H -2.151 32.789 0.134
H -1.871 33.835 1.503
H -3.484 33.675 0.927
H -1.332 30.946 1.304
H -2.075 30.224 2.663
H -0.157 32.571 2.691
H -0.125 30.940 3.398
H -1.655 31.614 4.979
H 0.255 32.467 5.735
H -1.048 33.598 6.026
H -0.186 34.710 3.771
H 1.227 33.544 3.940
H 2.327 36.605 5.750
H 1.556 36.615 4.154
H 2.778 35.370 4.492
C -6.269 42.443 0.133
C -7.264 41.414 -0.526
C -8.108 40.561 0.406
O -8.954 39.567 -0.316
C -9.621 38.724 0.555
N -8.107 42.185 -1.402
H -5.447 41.861 0.549
H -6.709 42.994 0.964
H -5.799 43.061 -0.632
H -6.701 40.721 -1.152
H -8.750 41.153 1.058
H -7.434 40.019 1.070
H -9.870 39.032 1.571
H -9.227 37.715 0.669
H -10.562 38.662 0.009
H -8.754 42.741 -0.862
H -8.760 41.560 -1.853
```

Results
Total energy in eV: -68934.55086
Kohn-Sham gap in Ha: 0.1537
Energy above the lowest of the compared OMol25 structures with the same formula, charge and spin in kcal per mole: 0.00
Total charge: 0

Atomic partial charges in e from the Mulliken method, atoms 1 to 6: -0.53 1.80 -0.59 -0.45 0.68 -0.69

Record 2
Molecular formula: C17H43Br2O5P
Method: DFT, wB97M-V/def2-TZVPD

Structure (XYZ):
```
68
Properties=species:S:1:pos:R:3
C 1.611 1.759 0.923
C 0.408 1.747 0.975
P -1.436 1.831 0.989
Br -1.350 3.885 1.890
Br -3.788 1.954 0.949
H 2.656 1.872 0.747
H -1.435 1.613 -0.393
H -1.516 0.770 1.889
C 3.503 -1.052 -0.338
C 3.878 -0.310 -1.611
C 5.118 -0.893 -2.267
O 4.071 1.081 -1.338
H 4.310 -0.977 0.398
H 2.607 -0.618 0.108
H 3.318 -2.109 -0.534
H 3.044 -0.355 -2.312
H 5.980 -0.817 -1.597
H 5.360 -0.340 -3.176
H 4.977 -1.943 -2.524
H 4.813 1.156 -0.727
C 4.851 1.391 -5.744
C 6.221 1.999 -5.488
C 6.170 3.519 -5.476
O 7.164 1.537 -6.454
H 4.473 1.698 -6.724
H 4.910 0.302 -5.742
H 4.134 1.704 -4.983
H 6.599 1.644 -4.528
H 5.834 3.895 -6.446
H 7.160 3.933 -5.285
H 5.484 3.885 -4.710
H 6.866 1.832 -7.321
C 0.231 -0.491 -2.456
C -1.269 -0.688 -2.619
C -1.630 -1.249 -3.985
O -1.956 0.541 -2.385
H 0.608 0.227 -3.191
H 0.459 -0.096 -1.464
H 0.768 -1.432 -2.587
H -1.627 -1.366 -1.842
H -1.317 -0.559 -4.774
H -2.709 -1.382 -4.071
H -1.144 -2.210 -4.158
H -1.678 1.175 -3.057
C -4.535 -2.540 2.429
C -3.031 -2.597 2.643
C -2.681 -3.183 3.999
O -2.470 -1.288 2.526
H -5.000 -1.917 3.197
H -4.767 -2.105 1.457
H -4.978 -3.536 2.483
H -2.572 -3.188 1.848
H -3.094 -2.539 4.777
H -1.599 -3.223 4.138
H -3.085 -4.189 4.119
H -2.864 -0.749 3.223
C -4.472 1.218 6.164
C -5.408 0.045 5.920
C -6.453 -0.081 7.017
O -4.664 -1.171 5.798
H -3.931 1.084 7.104
H -3.735 1.296 5.364
H -5.023 2.158 6.217
H -5.905 0.173 4.958
H -5.972 -0.254 7.983
H -7.115 -0.925 6.820
H -7.056 0.824 7.093
H -4.210 -1.325 6.634
```

Results
Total energy in eV: -177935.28811
SMILES: C#C[PH2](Br)Br.CC(C)O.CC(C)O.CC(C)O.CC(C)O.CC(C)O
Kohn-Sham gap in Ha: 0.3309
Total charge: 0

Atomic partial charges in e from the Mulliken method, atoms 1 to 6: 0.67 -1.23 0.66 -0.18 -0.43 0.40

Record 3
Molecular formula: C17H43CoO20P3S3
Method: DFT, wB97M-V/def2-TZVPD

Structure (XYZ):
```
87
Properties=species:S:1:pos:R:3
Co -8.895 3.489 -16.614
S -6.627 3.558 -15.271
O -5.652 4.501 -15.884
O -6.031 2.960 -14.099
O -7.942 4.128 -15.010
O -7.121 2.651 -16.316
C -5.562 2.778 -20.901
C -4.494 2.622 -19.808
C -5.086 1.749 -18.662
S -6.735 1.176 -19.232
O -7.768 2.132 -18.777
O -6.854 -0.275 -18.973
C -6.383 1.466 -21.002
H -5.085 3.050 -21.843
H -6.292 3.546 -20.643
H -4.205 3.613 -19.458
H -3.605 2.106 -20.170
H -5.140 2.259 -17.700
H -4.463 0.877 -18.464
H -7.295 1.558 -21.593
H -5.672 0.691 -21.287
C -12.645 -0.015 -18.217
C -12.637 0.349 -19.733
C -11.435 1.268 -19.911
S -11.546 2.493 -18.543
O -12.375 3.591 -19.061
O -10.258 2.747 -17.888
C -12.563 1.282 -17.499
H -11.730 -0.547 -17.958
H -13.455 -0.680 -17.915
H -13.532 0.937 -19.937
H -12.505 -0.479 -20.430
H -11.368 1.833 -20.841
H -10.483 0.741 -19.849
H -13.497 1.838 -17.425
H -12.146 1.339 -16.493
C -9.199 7.287 -14.544
O -10.351 7.230 -15.337
P -11.216 5.832 -15.398
O -10.500 4.666 -16.007
O -11.817 5.654 -13.869
C -10.942 5.176 -12.844
O -12.563 6.270 -16.270
C -13.544 5.270 -16.341
H -8.572 8.134 -14.824
H -8.568 6.409 -14.677
H -9.481 7.419 -13.499
H -11.483 4.375 -12.338
H -10.906 5.957 -12.085
H -9.988 4.701 -13.074
H -14.400 5.756 -15.871
H -13.314 4.367 -15.775
H -13.804 5.113 -17.388
C -11.402 -0.951 -13.347
O -11.124 0.357 -13.909
P -9.788 0.660 -14.771
O -9.683 1.979 -15.390
O -8.564 0.244 -13.805
C -8.172 1.121 -12.819
O -9.872 -0.522 -15.915
C -8.824 -0.850 -16.831
H -12.097 -1.483 -13.996
H -11.859 -0.837 -12.364
H -10.476 -1.477 -13.118
H -8.352 0.833 -11.783
H -8.562 2.137 -12.870
H -7.103 1.178 -13.026
H -7.862 -0.584 -16.394
H -9.015 -0.332 -17.771
H -8.846 -1.924 -17.013
C -5.730 5.856 -18.966
O -6.888 6.631 -19.098
P -8.346 5.884 -19.247
O -8.682 4.985 -18.052
O -9.343 7.087 -19.421
C -10.778 6.942 -18.985
O -8.338 5.172 -20.735
C -9.450 4.522 -21.344
H -5.110 6.401 -18.254
H -5.122 5.713 -19.860
H -5.895 4.864 -18.546
H -10.867 6.294 -18.113
H -11.426 6.464 -19.719
H -11.119 7.899 -18.589
H -10.116 5.181 -21.901
H -10.047 4.076 -20.550
H -9.080 3.669 -21.913
```

Results
Total energy in eV: -157281.25140
Multiplicity: 4
Kohn-Sham gap (alpha / beta) in Ha: 0.2744 / 0.2731
Total charge: 0

Atomic partial charges in e from the Mulliken method, atoms 1 to 6: 2.00 1.38 -0.78 -0.79 -0.82 -0.97

Record 4
Molecular formula: C17H44FO9PS
Method: DFT, wB97M-V/def2-TZVPD

Structure (XYZ):
```
73
Properties=species:S:1:pos:R:3
C 4.307 -3.424 1.938
O 5.472 -3.529 1.116
C 5.589 -2.644 0.037
C 5.311 -3.322 -1.307
O 5.572 -2.524 -2.404
C 4.997 -1.215 -2.454
S 3.663 -4.105 -1.440
O 3.526 -5.155 -0.501
O 3.288 -4.216 -2.802
F 2.768 -2.904 -0.863
P 7.329 -1.910 0.011
C 8.296 -3.477 -0.146
O 7.408 -1.614 1.629
H 3.883 -4.419 2.059
H 3.553 -2.771 1.497
H 4.590 -3.023 2.913
H 4.919 -1.787 0.166
H 5.940 -4.213 -1.411
H 4.025 -1.174 -1.963
H 4.861 -0.989 -3.509
H 5.673 -0.488 -2.001
H 7.713 -4.373 0.067
H 9.124 -3.431 0.562
H 8.721 -3.544 -1.149
H 7.124 -2.381 2.151
C 0.015 0.414 0.264
C 1.012 0.057 1.351
C 2.274 0.902 1.281
O 1.337 -1.334 1.307
H 0.462 0.250 -0.723
H -0.883 -0.195 0.351
H -0.279 1.463 0.331
H 0.543 0.191 2.329
H 2.772 0.750 0.317
H 2.969 0.626 2.074
H 2.044 1.964 1.372
H 1.742 -1.506 0.449
C -4.976 1.234 2.192
C -4.492 0.443 0.991
C -5.535 -0.528 0.471
O -3.263 -0.229 1.284
H -5.215 0.564 3.024
H -4.203 1.927 2.527
H -5.872 1.808 1.948
H -4.229 1.130 0.183
H -5.806 -1.255 1.243
H -5.144 -1.066 -0.391
H -6.438 -0.004 0.159
H -3.432 -0.872 1.983
C -2.447 0.078 -2.433
C -3.827 -0.207 -3.000
C -3.846 -0.223 -4.519
O -4.785 0.719 -2.485
H -2.099 1.062 -2.765
H -2.474 0.067 -1.344
H -1.722 -0.665 -2.770
H -4.170 -1.175 -2.626
H -3.534 0.750 -4.910
H -4.848 -0.438 -4.888
H -3.160 -0.976 -4.910
H -4.543 1.599 -2.796
C -4.432 6.503 2.519
C -4.592 5.079 2.013
C -3.465 4.666 1.083
O -5.861 4.897 1.387
H -4.437 7.204 1.679
H -5.251 6.765 3.189
H -3.489 6.627 3.053
H -4.620 4.396 2.865
H -3.444 5.314 0.201
H -3.610 3.639 0.748
H -2.496 4.739 1.577
H -5.903 5.481 0.621
```

Results
Total energy in eV: -59610.55849
SMILES: CO[C@H]([C@H](OC)S(=O)(=O)F)P(C)O.CC(C)O.CC(C)O.CC(C)O.CC(C)O
Kohn-Sham gap in Ha: 0.3603
Total charge: 0

Atomic partial charges in e from the Mulliken method, atoms 1 to 6: -0.46 -0.43 0.01 -0.13 -0.42 -0.56